(1)
Below is 5 unconnected molecules or ions with the total composition C21H42Br2NO4, with properties calculated with wB97M-V/def2-TZVPD.

Positions of all 70 atoms, in Å:
Br -3.40158 -0.69126 -2.13892
Br -4.85754 -2.67489 -0.58344
O 2.73194 6.88096 5.95804
O 0.41368 2.70644 4.21097
O 1.82733 -2.07442 -2.56179
O 0.62733 -3.64942 -7.51179
N -0.57867 0.04136 2.07647
C -1.95095 0.70790 1.84247
C -0.13916 4.94474 4.83194
C 1.29751 -0.90936 0.32491
C 4.48860 7.40961 4.42970
C -5.67728 -0.73996 1.48796
C -1.13616 2.89045 6.01798
C 0.22309 0.22938 0.80832
C -0.97232 0.05529 -0.34800
C 3.54608 6.46987 5.13294
C 0.41490 -3.09459 -4.19443
C -0.22916 3.44697 4.95325
C 1.64285 -3.01951 -3.32690
C 1.13952 -2.37165 1.04806
C 2.63629 -4.14560 -3.43181
C -0.78510 -4.66959 -9.14443
C 0.44285 -4.59451 -8.27690
C -4.30360 -1.13418 0.62269
C 1.43629 -5.72060 -8.38181
C -3.73580 0.10348 -0.29013
C 3.63831 5.00758 4.78750
C -2.33532 0.76334 0.24917
H -0.68527 0.42451 -1.42730
H 1.32612 -2.36294 2.20632
H -0.16017 -3.99058 -3.94754
H -2.30468 1.82158 -0.29207
H -5.60305 -1.33958 2.50342
H 4.63429 4.63009 5.03241
H -1.21705 -1.10310 -0.20614
H -5.71791 0.40973 1.76815
H -0.21177 -2.21491 -4.01312
H 0.23984 5.37087 5.76427
H 2.27143 -5.53253 -7.69867
H 4.31509 7.37177 3.35129
H 2.42112 -0.55086 0.41442
H 5.52245 7.13923 4.65864
H -1.36017 -5.56558 -8.89754
H -0.04342 0.50013 2.86313
H 2.16028 -5.08841 -3.15094
H 1.82496 -5.77936 -9.40161
H 3.02496 -4.20436 -4.45161
H 4.30845 8.43220 4.77808
H -0.49536 -4.68150 -10.19816
H -6.64893 -1.09650 0.92675
H -1.80854 1.82445 2.23266
H -0.79282 -0.91496 2.43442
H -2.16453 3.21244 5.83553
H 0.71519 1.31294 0.72458
H -4.57080 0.93458 -0.47896
H 0.70464 -3.10650 -5.24816
H 2.89864 4.44950 5.37134
H -0.80164 3.22498 7.00314
H 0.96028 -6.66341 -8.10094
H 3.42689 4.86278 3.72506
H -3.46944 -1.58141 1.32268
H -1.10107 1.79618 5.98890
H 1.97607 -3.07654 0.57133
H 0.55202 5.20231 4.02241
H -2.66359 0.15177 2.59625
H 0.10858 -2.90813 0.77751
H -1.12309 5.35820 4.59664
H 1.08844 -1.08947 -0.83675
H -1.41177 -3.78991 -8.96312
H 3.47143 -3.95753 -2.74867

Atoms 1-6, force components in eV/Å:
Br 0.58 2.11 0.37
Br -0.22 0.01 1.98
O 0.92 -0.60 -1.05
O -0.67 0.30 0.33
O -0.13 -0.93 -0.66
O -0.21 -1.11 -0.83

Computed properties:
Spin multiplicity: 1
Kohn-Sham gap, Ha: 0.3222
Calculated total energy, Ha: -6328.70095
HOMO energy, eV: -11.39
Total charge: +1

(2)
Below is 9 unconnected molecules or ions with the total composition C36H47Br2N9O2, with properties calculated with wB97M-V/def2-TZVPD.

Positions of all 96 atoms, in Å:
Br -2.62096 0.83521 0.11103
Br -1.04707 1.84947 -4.11896
O -5.05135 0.42403 -1.73191
O -4.82959 1.21365 -3.82962
N 7.14827 3.12504 -2.77709
N 2.04348 3.00338 0.23228
N -1.09558 3.31106 2.17728
N -0.95028 -5.59948 -5.03562
N -3.54442 2.15509 -2.18834
N 4.70961 5.71826 5.21393
N -3.07068 -2.98613 -3.02068
N -2.22791 -4.24583 3.07719
N -4.56351 -2.10182 3.84042
C -2.73281 -2.87447 -1.69884
C -0.39532 4.50150 3.90598
C 3.61787 2.62970 -1.27572
C -3.46549 -4.96180 -2.10053
C 0.48117 -5.70952 -6.72058
C 2.42256 3.26169 -1.05671
C -2.63840 -6.19790 4.03430
C 8.49572 3.35179 -2.72248
C -4.47383 1.21644 -2.68288
C 0.92472 -6.57756 -5.68649
C 3.95001 4.43442 3.58022
C -3.51795 -4.25468 -3.27250
C -2.96857 -4.08393 -1.10161
C -5.35472 -0.05130 4.12096
C -2.70041 -5.51394 2.85207
C 0.02005 -6.48637 -4.66177
C -1.48904 0.75942 -2.54552
C 3.96853 1.95307 -0.07604
C 4.26834 5.72195 3.91841
C 4.20991 3.62221 4.71808
C -6.42715 -0.97523 4.23829
C 9.03415 2.97155 -3.92274
C -1.85296 -4.12093 4.39301
C -2.10143 -5.31437 5.01129
C 7.96770 2.49611 -4.73341
C -0.18128 0.19804 -1.96994
C -0.61497 5.37754 2.80875
C 6.81778 2.60388 -3.99785
C -4.21902 -0.77788 3.87670
C -2.29533 1.67453 -1.62239
C -5.90546 -2.22993 4.06080
C 2.97974 2.20812 0.83584
C -0.67787 -5.12134 -6.28799
C -1.04907 4.61464 1.75772
C -0.69956 3.23488 3.48574
C 4.67643 4.44397 5.70942
H -6.37391 -3.19917 4.07255
H -3.84138 -4.54434 -4.25897
H -0.47512 6.44543 2.79527
H -3.75082 -5.99278 -1.97420
H -1.32892 -4.40844 -6.76533
H 4.17502 2.64613 -2.19841
H -5.41013 1.02101 4.20811
H -1.68484 2.55123 -1.40873
H -2.94194 -7.22011 4.18489
H -0.66668 2.29129 4.00332
H -3.34082 2.77146 -2.97173
H 0.02801 -0.76934 -2.43057
H -0.01511 -6.97459 -3.70290
H 0.66704 0.84204 -2.19621
H -1.91926 -5.53290 6.04987
H 4.84785 1.35566 0.09892
H 4.21863 6.63502 3.35048
H -3.92906 -2.86507 3.68091
H -1.45021 -3.19697 4.77204
H 4.98811 4.23105 6.71751
H 5.00968 6.52804 5.72402
H 2.86390 1.89466 1.85932
H -2.79878 -4.31754 -0.06425
H -7.46122 -0.74475 4.43214
H 8.95433 3.76109 -1.83885
H -2.10400 -0.04732 -2.94351
H 0.95781 -5.53799 -7.67117
H -0.05138 4.77097 4.88980
H 5.79868 2.35322 -4.23854
H -2.35287 -1.95177 -1.29504
H 1.80620 -7.19649 -5.69478
H -3.19877 -0.46330 3.72914
H 4.07148 2.55664 4.79969
H -0.23696 0.04707 -0.89500
H 6.49951 3.31433 -2.03390
H 3.57232 4.10965 2.62559
H -3.03829 -5.81782 1.87627
H -1.33224 4.88750 0.75473
H -1.37607 2.53304 1.60703
H -4.66716 -0.46485 -1.75002
H 10.07590 3.02700 -4.19071
H -2.14760 -3.52637 2.38082
H 8.03780 2.11827 -5.73962
H -3.00049 -2.25582 -3.70645
H 1.81406 3.87563 -1.69934
H 1.21174 3.35518 0.67550
H -1.74187 -5.33608 -4.47324

Atoms 1-6, force components in eV/Å:
Br -0.01 -0.11 0.10
Br -0.07 -0.09 -0.09
O 0.64 -0.01 0.08
O 0.11 0.00 0.23
N -0.03 0.00 0.03
N 0.01 -0.09 -0.03

Computed properties:
SMILES: C[C@H](Br)[C@H](Br)NC(=O)O.c1cc[nH]c1.c1cc[nH]c1.c1cc[nH]c1.c1cc[nH]c1.c1cc[nH]c1.c1cc[nH]c1.c1cc[nH]c1.c1cc[nH]c1
Spin multiplicity: 1
Kohn-Sham gap, Ha: 0.3005
Calculated total energy, Ha: -7191.23848
HOMO energy, eV: -8.23

(3)
Below is a molecular structure, Cl2HO3PS, with properties calculated with wB97M-V/def2-TZVPD.

Positions of all 8 atoms, in Å:
Cl 0.70883 2.23878 0.22654
Cl 0.31946 -0.86890 0.85165
S 2.12104 0.35252 -1.50058
P 0.22219 0.01181 -1.28837
O -0.79391 -0.70292 -1.95316
O -1.07736 -1.33911 1.67510
O -0.41331 1.19797 -0.47177
H -1.08693 -0.89015 2.46059

Atoms 1-6, force components in eV/Å:
Cl -0.83 0.69 0.55
Cl 0.76 -1.84 1.96
S -0.93 -1.44 -0.35
P 3.92 1.81 0.00
O -2.28 -1.96 -1.66
O 0.04 -2.09 -3.98

Computed properties:
Spin multiplicity: 1
Kohn-Sham gap, Ha: 0.3073
Calculated total energy, Ha: -1886.12784
HOMO energy, eV: -9.67

(4)
Below is a single CH3BrO2S molecule, with properties calculated with wB97M-V/def2-TZVPD.

Positions of all 8 atoms, in Å:
Br 3.59670 -0.63398 -0.00857
S 2.53670 1.31328 0.39845
O 1.15197 0.68270 0.98719
O 2.21374 1.85792 -0.97444
C 0.22099 -0.06371 0.19630
H 0.56259 -0.07149 -0.86792
H -0.77657 0.39079 0.30955
H 0.14876 -1.21227 0.57454

Atoms 1-6, force components in eV/Å:
Br 0.20 -0.10 0.01
S -2.41 0.48 -3.41
O 0.76 0.46 0.49
O 1.01 -1.12 3.31
C -0.04 -2.51 -0.36
H -0.50 0.06 0.81

Computed properties:
Spin multiplicity: 1
Kohn-Sham gap, Ha: 0.3729
Calculated total energy, Ha: -3162.54489
HOMO energy, eV: -10.56

(5)
Below is a molecular structure, C26H35PReSe2Si, with properties calculated with wB97M-V/def2-TZVPD.

Positions of all 66 atoms, in Å:
Re -1.16627 0.35495 -0.52620
Se 0.07785 0.01046 1.57647
Se 0.76797 -0.75146 -1.50972
P 1.66272 -1.11225 0.50720
Si 0.31958 3.09076 -1.61120
C -2.70611 -0.21990 -2.26722
C -3.17032 0.91354 -1.55021
C 2.51388 -4.57594 2.36670
C 1.74711 -5.50561 1.67541
C 4.79009 1.21530 1.61648
C 3.29210 -0.43657 0.73343
C 2.06629 2.74191 -1.08922
C 3.50219 0.72435 1.47518
C -3.46510 0.87215 -0.16676
C -2.60778 -1.38023 -0.10861
C 0.96534 -5.11194 0.59594
C -3.12909 -0.24778 0.60332
C 2.50431 -3.24632 1.98054
C -2.47973 -1.38544 -1.50319
C 5.85260 0.56206 1.00717
C -4.73467 -1.04098 2.29478
C -0.04439 4.90735 -1.43852
C -3.33035 1.00101 2.79712
C 0.93996 -3.78332 0.20768
C -2.53721 -0.21954 -3.75426
C -3.38170 -0.34625 2.08652
C 4.36251 -1.10388 0.12899
C -0.98235 2.36645 -0.28251
C -0.09028 2.51386 -3.33900
C 5.64067 -0.59364 0.26239
C 1.71222 -2.85072 0.90000
H -3.37916 0.84637 3.87361
H -2.08098 -2.26470 -1.99387
H 6.47388 -1.10071 -0.20426
H 2.67229 1.23555 1.94632
H 4.20013 -2.01649 -0.43308
H 0.09818 5.25164 -0.41290
H 4.96450 2.10655 2.20361
H -1.66142 -0.79696 -4.04988
H 2.23849 3.08649 -0.06744
H -4.91632 -1.17681 3.35981
H -3.84959 1.75873 0.31828
H -5.54716 -0.43470 1.89003
H 6.85603 0.95084 1.11746
H -2.31161 -2.25257 0.46034
H -1.12980 2.74154 -3.58844
H 2.72425 3.32584 -1.73961
H 0.09158 1.45226 -3.51104
H 0.52856 3.06541 -4.05119
H 0.34669 -3.48036 -0.64608
H -3.32777 1.83788 -2.09186
H -2.59699 -0.99245 2.49122
H -1.05987 5.15940 -1.74772
H -2.40997 1.54841 2.57881
H -2.44266 0.79096 -4.14464
H 2.37577 1.70095 -1.16548
H -0.58430 2.71178 0.67381
H -1.84364 2.98841 -0.53059
H 3.11464 -2.52596 2.51153
H 3.12704 -4.88814 3.20075
H -4.76795 -2.02236 1.81992
H -4.18038 1.63155 2.52970
H 0.38586 -5.84448 0.05076
H 0.64485 5.47001 -2.07344
H 1.76677 -6.54525 1.97338
H -3.41196 -0.68104 -4.21654

Atoms 1-6, force components in eV/Å:
Re -0.09 0.22 -0.03
Se 0.02 -0.04 0.05
Se -0.04 -0.02 -0.04
P 0.02 -0.01 0.00
Si 0.00 -0.04 -0.02
C 0.08 -0.02 0.04

Computed properties:
Spin multiplicity: 2
Kohn-Sham gap (spin up / spin down), Ha: 0.2512 / 0.2477
Calculated total energy, Ha: -6523.26465
HOMO energy (spin up / spin down), eV: -14.52 / -14.72
Total charge: +2